Record 1
Entry from OMol25: a single C21H33N3O2 molecule (ωB97M-V/def2-TZVPD).

```
59
Properties=species:S:1:pos:R:3:forces:R:3
C -6.91571 -3.17655 -0.32134 -0.09 0.17 0.16
C -5.99382 -1.97375 -0.26246 -0.23 -0.45 -0.09
O -6.20716 -1.00996 0.43464 -0.03 0.23 0.15
N -4.91104 -2.11713 -1.08258 0.19 -0.30 -0.30
C -3.85669 -1.22896 -1.31883 0.23 0.28 0.00
C -3.75747 0.01331 -0.70046 -0.20 0.02 0.16
C -2.69121 0.84267 -0.99203 0.13 -0.14 -0.22
C -1.70346 0.46688 -1.89453 0.03 0.09 -0.02
C -1.81205 -0.77598 -2.50773 -0.09 0.08 0.06
C -2.87227 -1.61418 -2.22675 -0.08 -0.03 0.05
H -2.94272 -2.57549 -2.71805 -0.01 -0.10 -0.05
H -1.06454 -1.08861 -3.22274 0.08 -0.03 -0.08
C -0.52475 1.36630 -2.17114 -0.03 -0.04 -0.03
N 0.62116 1.17894 -1.28004 0.03 0.09 -0.02
C 0.33224 1.47424 0.11211 0.09 0.05 0.39
H -0.31794 0.70343 0.55859 0.03 0.12 -0.02
C 1.63246 1.50552 0.92880 -0.18 0.14 -0.06
N 2.21816 0.17986 0.82763 -0.12 -0.01 -0.03
C 2.48525 -0.21067 -0.53925 -0.16 -0.04 -0.12
C 1.19854 -0.15089 -1.36126 0.37 -0.14 0.03
H 0.49866 -0.91311 -0.98059 0.05 0.05 -0.05
H 1.42757 -0.37245 -2.40677 -0.02 -0.03 -0.01
H 3.24409 0.42016 -1.03083 -0.01 -0.09 0.00
H 2.85103 -1.23863 -0.54147 0.05 0.01 -0.05
C 3.21447 -0.18498 1.82188 0.06 -0.37 -0.15
H 3.00010 0.42540 2.70713 0.01 0.01 0.01
C 4.68265 0.04636 1.43251 -0.15 0.25 0.30
C 5.59646 -0.30360 2.60412 0.12 -0.22 -0.24
C 5.40190 -1.75677 3.02442 -0.05 0.18 0.29
C 3.94326 -2.01266 3.39025 0.13 -0.24 -0.26
C 3.02946 -1.65548 2.22232 -0.01 0.29 0.38
H 3.26209 -2.30040 1.37326 -0.01 -0.06 -0.11
H 1.98509 -1.81989 2.49136 -0.04 0.01 -0.07
H 3.80537 -3.06159 3.66133 -0.03 0.02 0.09
H 3.67614 -1.40559 4.25841 -0.03 0.00 0.09
H 6.04633 -1.98775 3.87523 0.06 -0.07 -0.04
H 5.68895 -2.41308 2.19947 0.05 -0.07 -0.03
H 6.63802 -0.13426 2.32170 0.01 0.07 0.07
H 5.36955 0.35115 3.44908 0.04 0.06 0.06
H 4.83865 1.08683 1.14482 0.00 0.01 -0.11
H 4.93946 -0.58332 0.57848 0.01 -0.01 -0.11
C 2.60542 2.65306 0.55377 -0.29 0.07 -0.03
H 3.26000 2.32697 -0.25563 0.10 0.05 0.03
H 3.22931 2.86225 1.42494 0.08 -0.03 0.00
C 1.94926 3.95361 0.09184 0.25 0.05 0.34
O 1.59277 3.92523 -1.26764 -0.23 0.00 -0.34
H 1.31882 3.01780 -1.48236 0.11 -0.08 -0.06
H 2.65905 4.78068 0.19999 -0.10 -0.07 0.08
H 1.07375 4.18482 0.71979 0.09 0.02 0.01
H 1.33500 1.64588 1.97593 -0.02 -0.02 -0.10
H -0.18424 2.43223 0.17953 -0.02 0.06 -0.04
H -0.83443 2.41192 -2.08558 0.03 -0.02 -0.06
H -0.16269 1.19869 -3.19004 -0.06 0.07 0.02
H -2.63552 1.80925 -0.51312 0.01 0.12 0.06
H -4.51602 0.32287 -0.00191 -0.03 0.00 0.01
H -4.85524 -2.97678 -1.61177 -0.11 0.14 0.16
H -6.38385 -4.07495 -0.01467 0.03 -0.10 -0.01
H -7.75540 -3.01325 0.34751 0.02 0.02 0.00
H -7.28797 -3.31577 -1.33436 -0.02 -0.06 -0.08
```
Positions in Å, forces in eV/Å.

Output
energy above the lowest of the compared OMol25 structures with the same formula, charge and spin: 25.0 kcal per mole
HOMO-LUMO gap: 8.78 eV
SMILES string: CC(=O)Nc1ccc(CN2CCN(C3CCCCC3)[C@@H](CCO)C2)cc1
energy: -1134.77277 Eh
max |F|: 0.52 eV Å⁻¹
charge: 0

***

Record 2
Entry from OMol25: a single C21H33N3O3S molecule (ωB97M-V/def2-TZVPD).

```
61
Properties=species:S:1:pos:R:3:forces:R:3
C 1.20481 2.20855 -6.23206 0.53 0.01 0.75
H 0.64562 3.13526 -6.21691 -0.07 0.16 0.10
H 0.53777 1.35862 -6.19369 -0.13 -0.18 0.00
H 1.85083 2.16147 -7.09746 0.11 -0.03 -0.15
S 2.26644 2.16585 -4.76772 -0.54 0.03 -0.89
O 3.25362 3.19663 -4.90130 0.26 -0.10 -0.19
O 1.42230 2.18894 -3.60407 -0.10 -0.24 -0.05
N 2.99815 0.67279 -4.97694 -0.38 0.95 0.02
C 2.33105 -0.41040 -4.29059 -0.50 -0.40 0.39
H 1.25688 -0.25902 -4.40291 -0.03 -0.26 -0.01
C 2.68997 -0.47451 -2.80241 0.03 -0.38 -0.17
C 4.21519 -0.53228 -2.64765 -0.02 0.24 0.07
C 4.85762 0.65180 -3.36540 -0.02 -0.25 -0.15
C 4.43933 0.65575 -4.83413 0.63 0.40 0.12
H 4.81647 1.54500 -5.33868 0.19 -0.19 -0.02
H 4.81292 -0.23838 -5.34301 -0.05 0.05 -0.02
H 5.94471 0.59762 -3.29112 0.02 0.06 0.02
H 4.52345 1.58736 -2.91161 0.09 0.06 0.05
H 4.48072 -0.52453 -1.58841 0.02 -0.07 -0.01
H 4.57805 -1.46763 -3.08156 0.02 -0.07 0.03
C 2.07735 -1.72438 -2.17998 0.19 0.58 0.05
O 1.94886 -2.76912 -2.78844 -0.02 -0.34 -0.36
N 1.75307 -1.58396 -0.88111 -0.18 0.10 0.42
H 1.77246 -0.67796 -0.43643 0.02 0.03 -0.13
C 1.09269 -2.61170 -0.11311 -0.21 -0.11 0.03
H 0.89457 -3.44997 -0.78379 0.05 0.03 0.13
H 1.75677 -2.94985 0.68973 -0.09 -0.09 -0.04
C -0.21147 -2.05857 0.47328 0.34 -0.17 -0.08
N 0.07549 -0.86285 1.24972 0.06 0.09 -0.15
C 0.46521 -1.12376 2.62342 0.01 -0.18 0.21
C -0.70900 -1.49242 3.53992 0.14 0.33 -0.14
C -1.78375 -0.40555 3.49271 -0.19 -0.46 -0.07
C -2.18885 -0.17238 2.03707 0.35 0.28 0.07
C -0.94925 0.16299 1.20049 -0.31 0.04 -0.02
H -1.22544 0.33165 0.15714 0.05 0.05 0.03
H -0.50065 1.08648 1.58212 -0.06 0.05 -0.05
H -2.66325 -1.07313 1.63975 -0.11 -0.08 -0.02
H -2.90706 0.64638 1.97251 -0.07 -0.02 -0.05
C -2.99086 -0.78921 4.36405 0.25 0.26 -0.07
C -3.98505 0.33202 4.45175 -0.08 -0.14 0.06
C -5.14630 0.32388 3.69032 0.02 -0.01 0.04
C -6.04166 1.37725 3.75464 -0.10 0.05 -0.05
C -5.78603 2.45647 4.58231 -0.08 0.08 -0.01
C -4.63161 2.47479 5.34678 0.02 0.09 0.05
C -3.73947 1.42035 5.28057 -0.01 -0.02 -0.02
H -2.84200 1.43722 5.88317 0.10 -0.01 0.07
H -4.42759 3.31264 5.99772 0.01 0.06 0.05
H -6.48428 3.27881 4.63385 -0.05 0.06 0.01
H -6.94156 1.35501 3.15709 -0.07 0.00 -0.04
H -5.35338 -0.51688 3.04321 -0.01 -0.10 -0.06
H -2.63153 -1.03722 5.36607 -0.03 -0.08 0.01
H -3.46679 -1.67830 3.94466 0.02 -0.06 0.02
H -1.35697 0.52554 3.88422 0.01 0.03 0.02
H -1.14241 -2.44356 3.22135 -0.05 -0.08 0.04
H -0.34184 -1.62038 4.55991 -0.01 -0.07 0.06
H 1.21042 -1.92165 2.63156 0.07 0.06 0.04
H 0.94107 -0.21348 3.00312 0.06 -0.06 0.06
H -0.87002 -1.78477 -0.35360 -0.02 -0.03 0.02
H -0.70516 -2.84922 1.05509 -0.06 0.03 -0.04
H 2.30415 0.42470 -2.31514 0.03 -0.09 0.03
H 2.60523 -1.35481 -4.77008 -0.07 0.11 0.01
```
Positions in Å, forces in eV/Å.

Output
energy above the lowest of the compared OMol25 structures with the same formula, charge and spin: 10.7 kcal per mole
HOMO-LUMO gap: 9.28 eV
SMILES string: CS(=O)(=O)N1CCC[C@H](C(=O)NCCN2CCC(Cc3ccccc3)CC2)C1
energy: -1608.20708 Eh
max |F|: 1.04 eV Å⁻¹
charge: 0

***

Record 3
Entry from OMol25: a single C21H33N3O4S molecule (ωB97M-V/def2-TZVPD).

```
62
Properties=species:S:1:pos:R:3:forces:R:3
C 4.78086 -0.32824 -2.44780 0.04 -0.14 0.20
C 3.99431 0.21701 -1.27342 0.23 -0.04 -0.49
O 4.07265 -0.24119 -0.15701 -0.02 -0.13 0.30
N 3.20841 1.27644 -1.62901 -0.07 0.24 -0.36
C 2.23554 1.92364 -0.87297 -0.27 0.25 0.30
C 2.12688 1.75684 0.50660 0.06 -0.03 0.07
C 1.08091 2.35171 1.18567 0.08 0.07 -0.06
C 0.16546 3.12436 0.49972 -0.44 0.35 0.21
C 0.30136 3.35538 -0.85547 0.05 0.13 -0.05
C 1.34205 2.76297 -1.54108 0.09 -0.07 0.16
H 1.44328 2.91450 -2.60591 -0.01 0.01 -0.13
H -0.42218 3.98219 -1.35156 -0.05 0.05 -0.15
S -1.30400 3.65491 1.34966 -0.02 -0.46 0.21
O -0.97735 3.99283 2.70695 0.16 -0.30 -0.10
O -2.02256 4.60153 0.54399 0.15 -0.28 -0.23
N -2.14931 2.21282 1.39583 0.37 0.74 0.20
H -2.16381 1.82796 2.32370 0.11 0.06 0.25
C -3.35094 2.03004 0.61442 -0.37 -0.15 -0.65
H -3.51108 2.96487 0.07087 -0.23 -0.13 0.02
H -4.21137 1.86366 1.27176 0.10 0.08 0.02
C -3.23560 0.86772 -0.38589 0.24 0.23 0.26
C -2.24944 1.19480 -1.50349 -0.28 -0.10 -0.04
C -2.14350 0.05300 -2.51118 0.31 0.03 0.10
H -1.39603 0.30814 -3.26384 -0.06 -0.01 -0.07
H -3.10379 -0.08629 -3.01429 -0.01 -0.03 -0.04
C -1.74569 -1.26129 -1.83507 -0.16 0.18 -0.19
C -0.29332 -1.21462 -1.35282 -0.38 -0.40 -0.28
O 0.43456 -0.24876 -1.48372 0.16 0.31 -0.05
N 0.13636 -2.37109 -0.80956 0.08 -0.41 0.24
H -0.48429 -3.16347 -0.76468 -0.11 0.16 -0.06
C 1.43566 -2.53100 -0.19546 0.28 -0.06 0.09
C 1.33135 -3.16208 1.19267 -0.32 0.25 -0.17
H 2.33023 -3.16557 1.63135 0.08 -0.08 0.05
H 1.00941 -4.20265 1.08748 0.06 -0.09 0.05
C 0.36551 -2.44350 2.14281 0.23 -0.10 0.17
C 0.75433 -0.98161 2.34084 -0.24 -0.26 -0.18
H 0.11117 -0.51893 3.08676 -0.06 0.11 0.10
H 1.78460 -0.90837 2.68062 0.20 0.06 0.06
H 0.65737 -0.42166 1.41513 0.03 0.14 -0.10
C 0.33710 -3.17192 3.48560 -0.13 0.09 -0.27
H 0.05477 -4.21492 3.35642 -0.01 -0.13 0.04
H -0.37879 -2.70509 4.15803 -0.06 0.02 0.13
H 1.31833 -3.13817 3.95356 0.14 -0.01 0.10
H -0.64260 -2.47809 1.71329 0.02 0.00 -0.01
H 2.06839 -3.16443 -0.82978 0.04 0.15 0.06
H 1.89220 -1.54196 -0.14279 0.00 -0.12 -0.03
C -2.72890 -1.57043 -0.69872 0.14 -0.03 0.13
C -2.79557 -0.42251 0.30441 -0.32 -0.03 -0.26
H -1.81095 -0.26317 0.74638 0.11 0.00 0.12
H -3.49442 -0.67676 1.10520 0.03 -0.02 0.10
H -3.71997 -1.72390 -1.13445 -0.01 -0.06 0.00
H -2.45330 -2.49426 -0.18439 -0.07 -0.05 -0.02
H -1.80018 -2.07061 -2.57559 0.04 0.05 0.08
H -1.26747 1.37306 -1.06871 0.01 0.03 -0.01
H -2.56388 2.10458 -2.01820 0.01 0.11 -0.01
H -4.23111 0.71702 -0.82119 -0.04 -0.01 0.01
H 0.95778 2.21972 2.24850 0.08 -0.10 0.16
H 2.83641 1.13468 1.02494 0.00 0.00 0.02
H 3.17467 1.49508 -2.61548 0.09 -0.12 0.17
H 5.44700 -1.11230 -2.10008 -0.01 0.02 0.03
H 5.36602 0.46087 -2.91462 0.04 0.06 -0.08
H 4.09648 -0.74350 -3.18495 -0.04 -0.02 -0.11
```
Positions in Å, forces in eV/Å.

Output
energy above the lowest of the compared OMol25 structures with the same formula, charge and spin: 0.0 kcal per mole
HOMO-LUMO gap: 9.09 eV
SMILES string: CC(=O)Nc1ccc(S(=O)(=O)NC[C@H]2CC[C@@H](C(=O)NCCC(C)C)CC2)cc1
energy: -1683.49065 Eh
max |F|: 0.85 eV Å⁻¹
charge: 0

***

Record 4
Entry from OMol25: a single C21H33N5O2 molecule (ωB97M-V/def2-TZVPD).

```
61
Properties=species:S:1:pos:R:3:forces:R:3
C -7.03746 -1.09830 -1.61588 0.01 0.12 0.31
H -6.64131 -0.24423 -2.15797 0.02 0.08 -0.09
H -8.11287 -1.14383 -1.76757 -0.12 -0.06 -0.07
H -6.60047 -2.00566 -2.02488 0.04 -0.12 -0.08
C -6.72934 -0.95213 -0.12411 -0.24 -0.15 -0.19
N -5.34578 -0.53965 0.06526 0.02 0.08 0.09
C -5.07114 0.08346 1.34319 0.05 0.28 -0.05
C -3.73732 0.82291 1.27282 -0.04 -0.39 0.22
H -3.80704 1.58916 0.50132 -0.02 0.09 -0.05
H -3.52640 1.30978 2.22532 0.06 0.02 0.04
C -2.60702 -0.15756 0.93736 -0.26 0.20 -0.14
N -1.32421 0.51370 0.99933 0.02 -0.20 0.08
C -0.17799 -0.25571 1.42497 0.16 -0.19 -0.11
C 0.63026 -0.86064 0.27277 -0.06 -0.03 0.35
N 1.04273 0.21074 -0.61215 0.02 -0.06 -0.16
C -0.12983 0.85943 -1.16735 -0.20 0.13 -0.09
H -0.73385 0.14819 -1.75895 0.03 0.02 0.02
C -0.98536 1.46608 -0.04254 0.15 0.28 0.00
C -0.25255 2.66843 0.58139 -0.22 0.29 -0.51
H 0.81900 2.47461 0.57495 0.11 0.05 0.12
H -0.58890 2.78125 1.61219 0.02 0.00 0.03
C -0.51980 3.98077 -0.14864 -0.06 0.05 0.58
O 0.03594 3.93804 -1.44857 0.15 -0.01 -0.39
H -0.10052 4.79020 -1.87456 0.00 -0.08 0.04
H -0.06952 4.80524 0.42332 -0.10 -0.09 -0.04
H -1.60431 4.15771 -0.20800 0.08 -0.01 0.06
H -1.91723 1.82586 -0.48503 0.00 0.00 -0.03
H 0.19313 1.67122 -1.82005 -0.03 -0.08 -0.04
C 1.96188 -0.24240 -1.63480 -0.16 0.14 0.01
C 3.31911 -0.55785 -1.06669 0.03 0.49 0.60
C 3.78211 0.12274 0.02422 -0.46 -0.02 -0.35
C 5.06342 -0.20486 0.50125 1.38 -0.77 -0.01
N 5.77583 0.25505 1.51437 -0.96 0.50 -0.06
O 6.92438 -0.41967 1.49566 0.18 0.00 0.12
N 6.99866 -1.30972 0.50791 0.00 -0.68 -0.79
C 5.85861 -1.22020 -0.15081 -0.05 1.03 1.16
C 5.35774 -1.90022 -1.27804 -0.23 -0.22 -0.43
C 4.11132 -1.55743 -1.70372 0.59 -0.34 -0.04
H 3.68916 -2.05764 -2.56385 -0.02 -0.08 -0.07
H 5.95184 -2.65686 -1.76330 0.01 -0.11 -0.11
H 3.18659 0.87858 0.50663 -0.16 0.09 0.04
H 1.57406 -1.12261 -2.18253 0.03 0.09 0.03
H 2.07810 0.56963 -2.36202 -0.07 -0.10 -0.03
H 0.02856 -1.61742 -0.26543 0.06 0.04 0.00
H 1.51832 -1.35554 0.67377 -0.05 -0.03 0.00
H 0.48694 0.41569 1.97918 0.10 -0.12 0.05
H -0.50459 -1.04629 2.10299 0.01 0.05 0.03
C -2.97620 -0.86798 -0.37408 0.00 -0.25 0.31
H -3.03120 -0.14229 -1.18599 0.03 0.02 -0.09
C -4.34037 -1.54022 -0.22678 0.12 0.10 -0.24
H -4.59823 -2.04083 -1.16096 0.00 -0.08 0.05
H -4.27517 -2.30452 0.56996 -0.04 -0.02 -0.07
H -2.22934 -1.62353 -0.62489 0.05 0.02 -0.04
H -2.58690 -0.91515 1.73152 -0.02 0.03 -0.04
H -5.87151 0.79401 1.56551 -0.01 -0.07 0.03
H -5.03028 -0.65410 2.16644 -0.04 0.03 0.00
C -7.13734 -2.22308 0.63429 0.12 0.37 -0.05
H -6.60870 -3.09063 0.24640 0.04 -0.13 -0.03
H -6.91805 -2.12443 1.69511 0.00 -0.07 0.14
H -8.20490 -2.39238 0.51963 -0.12 -0.07 0.01
H -7.33558 -0.12028 0.25630 0.07 -0.08 -0.03
```
Positions in Å, forces in eV/Å.

Output
energy above the lowest of the compared OMol25 structures with the same formula, charge and spin: 116.5 kcal per mole
HOMO-LUMO gap: 7.65 eV
SMILES string: CC(C)N1CCC(N2CCN(Cc3ccc4nonc4c3)C[C@@H]2CCO)CC1
energy: -1244.15825 Eh
max |F|: 1.58 eV Å⁻¹
charge: 0

***

What is the max |F| in the second record? 1.04 eV Å⁻¹

***

The lowest energy above the lowest of the compared OMol25 structures with the same formula, charge and spin belongs to which entry? C21H33N3O4S

***

HOMO-LUMO gap of number 1 (C21H33N3O2)? 8.78 eV

***

Look up the max |F| of the second one. 1.04 eV Å⁻¹